The following is a quantum chemistry calculation of a structure of composition C30H51NP2Re, from the Open Molecules 2025 dataset.

Atoms and positions in Å:
Re: 0.95376 0.12958 -0.84074
C: -1.01907 -0.17657 0.97260
C: -0.21663 -1.15672 0.23937
C: 1.06381 -0.09860 1.91661
C: -0.24710 0.37644 2.00960
C: 1.17140 -1.05815 0.81891
C: -2.48623 -0.02087 0.82241
H: -2.83959 -0.44147 -0.12828
H: -2.79115 1.03484 0.86639
H: -3.01069 -0.54769 1.63985
C: -0.73578 1.26618 3.09547
H: -1.79389 1.50649 2.96994
H: -0.17285 2.21074 3.13907
H: -0.61488 0.77259 4.07438
C: 2.13571 0.20827 2.89142
H: 1.82470 -0.08718 3.90541
H: 2.35118 1.28503 2.92984
H: 3.07009 -0.31581 2.65107
C: 2.11901 -2.22401 0.86043
H: 2.18854 -2.58785 1.89579
H: 3.12109 -1.91472 0.54832
H: 1.78028 -3.04929 0.23288
C: -0.83875 -2.44972 -0.22310
H: -1.15638 -3.03289 0.65093
H: -0.15282 -3.07013 -0.79878
H: -1.72556 -2.24772 -0.82843
C: -0.10976 1.35541 -2.53819
C: -1.07072 0.33195 -2.33772
C: -1.19251 -0.89607 -3.19104
C: 0.09983 -1.72064 -3.35052
C: 1.11431 -1.53773 -2.23237
C: 2.15184 -0.53981 -2.31645
C: 2.11587 0.46339 -3.45371
C: 0.86629 1.32083 -3.68412
H: -1.56719 -0.62483 -4.19885
H: 0.55105 -1.51309 -4.33299
H: -1.96136 -1.55598 -2.75612
H: 0.35008 0.99524 -4.60333
H: -0.38358 2.35127 -2.17861
H: -1.97301 0.61564 -1.79696
H: 1.16684 2.37243 -3.88817
H: 2.94825 1.17140 -3.25761
H: 3.14193 -0.86965 -1.98378
H: 2.30199 -0.14727 -4.37449
H: -0.14760 -2.79600 -3.40507
H: 1.44038 -2.47546 -1.77387
P: 2.97055 1.41821 -5.62868
P: 5.00630 0.04381 -3.17901
C: 4.65542 0.81758 -5.99325
C: 5.60483 0.85378 -4.78129
H: 5.00510 1.52606 -6.76439
H: 4.60354 -0.18398 -6.46199
H: 6.53258 0.31349 -5.01364
H: 5.86774 1.89212 -4.52620
C: 6.61938 0.15567 -2.32579
H: 6.61429 -0.50349 -1.44860
H: 6.80168 1.19044 -2.01694
H: 7.39122 -0.16722 -3.03411
C: 5.14690 -1.71094 -3.74378
H: 6.05719 -1.80099 -4.35224
H: 4.27661 -2.02105 -4.33480
H: 5.23196 -2.35882 -2.86104
C: 3.16236 3.21878 -5.59617
H: 2.22356 3.70702 -5.32346
H: 3.42616 3.47495 -6.62607
H: 3.95799 3.53522 -4.91604
C: 1.94711 1.09641 -7.07820
H: 2.15740 0.10481 -7.48763
H: 2.20432 1.86962 -7.80800
H: 0.88273 1.17278 -6.82911
C: 3.86306 1.44132 0.12603
C: 2.76473 2.40249 0.27685
C: 2.79561 3.69507 0.83530
C: 1.47648 4.18261 0.82548
C: 0.66265 3.16950 0.27226
C: -0.80067 3.21893 0.13330
N: 1.47125 2.11452 -0.09496
H: 4.29755 1.48571 -0.88304
H: 3.51607 0.40489 0.30475
H: 4.64686 1.68208 0.86002
H: 3.69260 4.17153 1.21949
H: 1.09280 5.13935 1.17830
H: -1.26174 3.48651 1.09500
H: -1.07834 4.00451 -0.59177
H: -1.22393 2.26183 -0.19736

## Properties
Largest force on an atom ... 4.0 eV/A
2S+1 ... 4
HOMO-LUMO gap (spin up / spin down) ... 6.9 / 5.0 eV
Calculated total energy ... -54115.468 eV
Net charge ... +2

These are the Mulliken partial charges, in e, on atoms 1 to 6:
1 Re 0.32
2 C 0.16
3 C 1.25
4 C 0.54
5 C 0.77
6 C 1.62


The following is a quantum chemistry calculation of a structure of composition C30H52CaF5N2O7P3SSe2Te, from the Open Molecules 2025 dataset.

Atoms and positions in Å:
Ca: -1.16264 -0.66895 -1.03678
C: 1.46686 2.12583 4.18237
C: 0.04486 2.41270 3.75600
C: -0.35692 3.84840 3.97399
O: -0.08488 2.15258 2.32531
P: -0.78400 0.88041 1.72920
O: -0.57013 0.87114 0.26040
C: -0.27873 -0.62914 2.61232
P: -1.14948 -2.08895 1.99699
O: -1.03251 -2.16306 0.48986
O: -2.61737 -1.97614 2.45920
C: -3.10069 -2.36383 3.78907
C: -4.05020 -1.27840 4.22363
C: -3.73706 -3.72971 3.68862
O: -0.58569 -3.35791 2.67828
C: 0.57936 -3.51649 3.54679
C: 0.31879 -4.75182 4.36549
C: 1.82914 -3.61353 2.69942
O: -2.27556 0.95253 2.20991
C: -3.12369 2.11928 1.86468
C: -4.01774 1.75152 0.70473
C: -3.88250 2.48163 3.11526
H: 1.54534 2.16755 5.27312
H: 2.14487 2.86697 3.74870
H: 1.79809 1.14463 3.83569
H: -0.64796 1.75974 4.29854
H: 0.28976 4.50297 3.38298
H: -0.24947 4.10783 5.03053
H: -1.39295 4.02136 3.67570
H: -0.52190 -0.50412 3.67122
H: 0.79721 -0.76622 2.46152
H: -2.25176 -2.40143 4.47663
H: -4.87652 -1.20074 3.51143
H: -3.54410 -0.31216 4.28039
H: -4.45440 -1.52537 5.20753
H: -4.57764 -3.69286 2.99221
H: -4.09409 -4.04279 4.67361
H: -3.02393 -4.46629 3.31493
H: 0.63849 -2.65098 4.21109
H: 0.25830 -5.62489 3.71011
H: -0.61962 -4.66565 4.91916
H: 1.13424 -4.89907 5.07737
H: 1.75737 -4.48654 2.04253
H: 2.70194 -3.72646 3.34769
H: 1.98072 -2.72494 2.07755
H: -2.46517 2.93819 1.58271
H: -4.49590 0.78796 0.88867
H: -3.45806 1.68349 -0.22758
H: -4.79018 2.51840 0.58948
H: -4.58657 1.68600 3.37043
H: -4.44488 3.40235 2.94701
H: -3.20767 2.63699 3.96147
Se: 1.14370 -0.54948 -2.51287
P: -0.05812 0.85821 -3.64276
Se: -1.97794 1.40505 -2.83441
C: 1.01279 2.32418 -3.84984
C: 2.23857 2.17478 -4.50375
C: 3.08803 3.26218 -4.64792
C: 2.72267 4.50751 -4.13382
C: 1.51169 4.65372 -3.47254
C: 0.65431 3.56118 -3.33204
C: -0.27591 0.29024 -5.35391
C: 0.20212 -0.94033 -5.78118
C: 0.01935 -1.33247 -7.10598
C: -0.63907 -0.49637 -7.99416
C: -1.12437 0.73624 -7.56361
C: -0.94681 1.12825 -6.24710
H: 2.52197 1.20247 -4.89472
H: 4.03624 3.14458 -5.16328
H: 3.38128 5.36102 -4.25908
H: 1.22949 5.61857 -3.06425
H: -0.29681 3.66166 -2.82246
H: 0.70895 -1.58618 -5.07627
H: 0.38887 -2.29549 -7.43903
H: -0.78393 -0.80445 -9.02295
H: -1.64775 1.38631 -8.25544
H: -1.33811 2.07839 -5.90161
C: 4.29809 -2.25881 -0.30743
N: 4.15928 -0.95636 -0.94923
C: 4.18090 -1.05694 -2.41812
C: 3.52947 0.06463 -0.31282
S: 2.78806 -0.13068 1.21050
N: 3.54394 1.26985 -0.92447
C: 2.58053 2.30727 -0.57441
C: 4.66350 1.75748 -1.72725
H: 5.07271 -2.81209 -0.83977
H: 3.36154 -2.82029 -0.35173
H: 4.58476 -2.14321 0.73175
H: 3.63269 -1.95032 -2.71498
H: 5.20156 -1.13296 -2.79217
H: 3.67732 -0.21793 -2.87548
H: 1.63534 1.86164 -0.28834
H: 2.42097 2.92493 -1.46069
H: 2.94801 2.93166 0.24417
H: 5.48607 1.05180 -1.72277
H: 5.01846 2.69185 -1.28661
H: 4.36323 1.96323 -2.75725
F: -4.03222 -3.26797 0.42243
Te: -2.90262 -2.94900 -0.99777
F: -3.14781 -1.05066 -0.29083
F: -4.43707 -2.29559 -1.80675
F: -1.97119 -4.33123 -0.15810
F: -3.50281 -4.41673 -1.95575
O: -1.69671 -2.37531 -2.18831

## Properties
Largest force on an atom ... 3.1 eV/A
HOMO-LUMO gap ... 7.7 eV
Calculated total energy ... -257990.925 eV
Net charge ... 0

These are the natural (NBO) partial charges, in e, on atoms 1 to 6:
1 Ca 1.72
2 C -0.63
3 C 0.11
4 C -0.62
5 O -0.82
6 P 2.47


- The lowest largest force on an atom belongs to which entry?
  C30H52CaF5N2O7P3SSe2Te


- Among the records above, which one has the lowest net charge?
  C30H52CaF5N2O7P3SSe2Te


- Look up the largest force on an atom of the first one.
  4.0 eV/A


- Which of these has the highest calculated total energy?
  C30H51NP2Re